Record 1
Formula: C20H22ClNNiO5
Source: the Open Molecules 2025 dataset
Level of theory: ωB97M-V/def2-TZVPD

Geometry as XYZ:
```
50
Properties=species:S:1:pos:R:3:forces:R:3
Ni -0.710 -1.853 -0.393 -0.2 1.2 -0.8
C -3.122 -3.371 0.553 0.3 -0.2 -1.1
O -1.969 -3.341 -0.286 0.8 -0.6 -0.1
C -2.015 -4.029 -1.524 0.3 -0.4 0.0
C -0.616 -4.046 -2.182 -0.1 -1.1 0.2
O -0.038 -2.785 -2.009 0.6 0.7 0.1
C 0.945 -2.366 -2.953 0.6 -1.3 -1.2
H -2.799 -2.892 1.451 0.1 0.0 0.8
H -3.323 -4.446 0.681 -0.7 0.6 0.2
H -3.888 -2.730 0.086 -0.2 -0.7 0.2
H -2.743 -3.532 -2.158 -0.2 0.0 -0.3
H -2.299 -5.055 -1.306 -0.3 -0.2 -0.3
H -0.718 -4.276 -3.247 -0.2 0.1 0.0
H 0.045 -4.850 -1.766 -0.5 0.6 0.0
H 1.801 -3.059 -2.978 -0.3 -0.1 0.2
H 1.353 -1.388 -2.809 -0.4 0.7 0.9
H 0.494 -2.380 -3.943 -0.2 0.0 -0.2
C -0.780 5.642 -0.080 -0.6 -0.8 -0.8
C 0.445 4.783 -0.320 1.2 0.0 -1.0
C 1.666 5.352 -0.783 0.8 0.4 2.1
C 2.888 4.682 -0.490 -1.0 1.1 -1.0
Cl 4.373 5.606 -0.707 -0.3 -0.4 0.0
C 2.922 3.384 -0.050 -1.1 -0.2 -0.2
C 1.715 2.673 0.019 0.3 1.6 0.3
C 0.491 3.386 -0.143 1.5 -1.2 0.7
O -0.631 2.607 0.020 -1.0 0.1 -0.8
C -1.123 2.067 -1.244 -0.6 1.2 0.1
C -0.523 0.734 -1.524 2.1 -0.4 -0.2
O 0.681 0.712 -1.937 -3.1 -1.0 0.9
O -1.346 -0.237 -1.203 1.5 0.9 -0.9
H -0.995 5.785 1.011 -0.1 -0.7 -1.0
H -1.613 5.180 -0.712 0.6 0.8 1.4
H -0.602 6.652 -0.438 0.1 0.1 -0.3
H 1.791 6.440 -1.009 -0.6 -1.1 0.1
H 3.841 2.925 0.220 0.6 -0.3 0.1
H 1.797 1.629 0.334 -0.7 0.4 -0.3
H -0.956 2.736 -2.091 0.4 0.2 0.2
H -2.194 1.951 -1.170 -0.3 0.0 0.4
N 1.836 -1.551 6.285 -1.9 0.3 -2.5
C 1.266 -1.450 5.258 2.3 0.1 2.1
C 0.879 -1.432 3.861 -1.1 0.5 1.2
C 1.310 -2.527 3.110 1.3 -0.8 1.0
C 0.798 -2.690 1.881 -0.5 0.4 -1.6
C -0.018 -1.687 1.330 0.6 -1.7 -1.8
C -0.351 -0.553 1.967 -0.1 1.7 2.4
C -0.002 -0.476 3.327 0.6 0.8 -0.2
H 2.097 -3.229 3.454 -0.8 0.6 0.2
H 1.104 -3.512 1.228 -0.1 0.1 0.4
H -0.836 0.357 1.550 0.1 -1.0 -0.1
H -0.327 0.457 3.824 0.4 -0.9 0.4
```
Positions in Å, forces in eV/Å.

The calculation puts the LUMO energy (spin up / spin down) at 0.0056 / 0.0038 hartree. Its HOMO-LUMO gap (spin up / spin down) is 8.40 / 8.36 eV. As for the expectation value of S²: 2.01. As for the spin multiplicity: 3. For the highest occupied orbital energy (spin up / spin down), the calculation gives -8.245 / -8.258 eV.



Record 2
Formula: C20H22CrN5S5Si
Source: the Open Molecules 2025 dataset
Level of theory: ωB97M-V/def2-TZVPD

Geometry as XYZ:
```
54
Properties=species:S:1:pos:R:3:forces:R:3
Cr 0.957 0.867 0.229 0.7 0.2 -0.5
N -0.083 4.119 1.089 -0.1 -0.2 0.1
C 0.229 3.329 2.156 0.1 0.4 0.3
N 0.715 2.135 2.056 0.1 0.0 0.1
C 1.195 1.665 3.264 -0.4 0.5 0.3
C 0.959 2.479 4.323 0.0 0.0 -0.1
S 0.200 3.946 3.793 0.1 -0.3 -0.2
C 1.949 0.426 3.204 0.3 -0.7 0.1
C 2.698 -0.162 4.170 0.0 0.0 0.0
S 3.529 -1.534 3.520 -0.2 0.2 -0.2
C 2.791 -1.207 1.961 0.3 -0.2 0.4
N 1.988 -0.192 1.971 -0.1 0.1 0.2
N 3.112 -1.925 0.862 -0.2 0.0 -0.1
H 0.052 3.677 0.186 0.1 0.1 0.0
H -0.864 4.745 1.176 0.0 0.0 -0.1
H 1.197 2.327 5.362 0.0 0.0 0.0
H 2.861 0.136 5.192 -0.1 0.1 0.0
H 3.475 -2.850 1.015 0.0 0.0 -0.1
H 2.431 -1.838 0.108 0.0 0.0 0.0
S 3.066 1.965 -0.042 0.1 0.1 0.2
C 3.248 2.200 -1.766 0.1 0.0 -0.2
C 4.361 2.888 -2.261 -0.1 -0.1 0.0
C 4.553 3.062 -3.621 0.1 0.1 0.0
C 3.630 2.542 -4.520 0.0 0.0 -0.1
C 2.516 1.868 -4.046 0.1 0.0 0.1
C 2.299 1.699 -2.676 0.0 0.0 0.0
S 0.852 0.873 -2.125 -0.2 0.0 -0.2
H 5.076 3.281 -1.547 0.0 0.0 0.0
H 5.424 3.600 -3.981 0.0 0.0 0.0
H 3.779 2.663 -5.587 0.0 0.0 0.0
H 1.787 1.454 -4.734 0.0 0.0 0.0
C -2.848 -4.237 0.998 0.0 0.0 -0.2
Si -3.194 -3.153 -0.511 0.0 -0.1 0.0
C -5.071 -3.242 -0.779 0.1 0.1 0.0
C -2.415 -3.834 -2.089 -0.1 0.0 0.2
C -2.750 -1.340 -0.239 0.0 0.0 -0.1
C -3.704 -0.346 -0.304 0.0 -0.2 0.0
C -3.349 0.987 -0.108 -0.1 0.2 0.0
C -2.031 1.271 0.137 0.2 0.1 0.0
N -1.050 0.357 0.195 -1.1 -0.8 0.0
C -1.395 -0.961 0.017 0.2 0.4 0.2
S -0.170 -2.134 0.154 0.2 -0.2 0.0
H -3.333 -5.212 0.896 0.0 0.0 0.0
H -3.221 -3.769 1.913 0.0 0.0 0.0
H -1.777 -4.388 1.113 0.0 0.0 0.0
H -5.368 -4.282 -0.937 0.0 0.0 0.0
H -5.381 -2.674 -1.661 0.0 0.0 0.0
H -5.630 -2.867 0.082 0.0 0.0 0.0
H -2.836 -4.806 -2.359 0.0 0.0 0.1
H -1.341 -3.941 -1.959 0.1 0.0 0.0
H -2.583 -3.147 -2.922 0.0 0.0 0.0
H -4.738 -0.604 -0.509 0.0 0.0 0.0
H -4.074 1.788 -0.152 0.0 0.0 0.0
H -1.726 2.297 0.294 0.1 0.0 0.0
```
Positions in Å, forces in eV/Å.

The calculation puts the LUMO energy (spin up / spin down) at 0.0776 / 0.0774 hartree. The charge is -1. Its HOMO-LUMO gap (spin up / spin down) is 5.16 / 5.72 eV. As for the expectation value of S²: 6.03. As for the spin multiplicity: 5. For the highest occupied orbital energy (spin up / spin down), the calculation gives -3.050 / -3.618 eV. The calculation puts the relative energy (zero: lowest compared OMol25 entry of this formula, charge and spin) at 0.0000 eV.



Record 3
Formula: C20H22F2N4
Source: the Open Molecules 2025 dataset
Level of theory: ωB97M-V/def2-TZVPD

Geometry as XYZ:
```
48
Properties=species:S:1:pos:R:3:forces:R:3
F 4.507 -3.934 -2.893 0.1 0.0 -0.1
C 3.418 -3.298 -2.431 -0.2 -0.1 0.3
C 2.389 -2.998 -3.293 -0.6 0.4 -0.3
C 1.248 -2.347 -2.812 0.2 -0.2 0.1
C 1.148 -2.032 -1.467 0.3 -0.1 0.3
C 2.203 -2.359 -0.611 -0.8 -0.2 -0.1
C 3.325 -3.013 -1.079 0.3 0.3 0.3
H 2.416 -3.243 -4.347 0.3 -0.1 0.0
H 0.443 -2.126 -3.501 0.0 0.0 0.0
H 0.270 -1.585 -1.019 -0.1 0.1 -0.3
H 2.048 -2.199 0.449 0.3 0.1 0.0
H 4.108 -3.255 -0.372 0.1 -0.2 -0.3
F -2.636 2.478 0.425 0.1 0.1 -0.3
C -3.483 1.434 0.477 -0.4 -0.7 0.8
C -3.326 0.355 -0.365 0.3 -0.3 -1.1
C -4.168 -0.753 -0.265 -0.4 0.4 1.0
C -5.124 -0.758 0.744 0.0 -0.2 -0.3
C -5.253 0.318 1.608 -0.6 -0.2 -0.1
C -4.449 1.429 1.478 0.5 0.4 -0.2
H -2.598 0.388 -1.168 0.1 0.1 0.2
H -4.125 -1.628 -0.896 0.4 0.2 -0.3
H -5.802 -1.599 0.816 0.0 0.0 0.1
H -6.064 0.278 2.324 0.2 0.2 0.2
H -4.521 2.304 2.111 -0.1 -0.1 0.1
C 0.455 -2.274 5.651 1.2 0.0 -0.4
C 0.007 -1.246 6.574 -0.4 -0.3 0.0
N -0.367 -0.473 7.334 0.0 0.2 0.0
H 1.452 -1.994 5.296 -0.1 0.1 0.0
H -0.146 -2.364 4.751 -0.3 0.1 0.2
H 0.602 -3.240 6.130 -0.4 0.0 0.2
C 2.469 0.593 -3.801 0.9 0.0 1.0
C 1.619 1.227 -2.804 0.1 -0.2 -0.5
N 0.925 1.703 -2.030 -0.3 0.1 0.3
H 3.173 -0.044 -3.255 -0.3 -0.3 0.0
H 3.142 1.327 -4.244 -0.5 0.1 -0.5
H 1.876 -0.017 -4.471 0.1 0.2 -0.3
C 0.648 4.667 -1.100 -0.2 0.4 -0.2
C 0.510 6.014 -1.655 0.3 0.4 0.2
N 0.447 7.076 -2.090 -0.1 -0.2 0.0
H 0.698 4.697 -0.014 -0.1 0.1 0.0
H 1.566 4.226 -1.476 -0.1 -0.2 -0.1
H -0.223 4.103 -1.423 0.2 -0.3 0.1
C 0.649 0.971 1.086 0.6 -0.1 0.4
C 1.180 0.153 2.179 -0.2 0.1 -0.2
N 1.659 -0.498 2.992 0.0 -0.2 0.2
H 0.787 0.416 0.161 -0.3 0.1 -0.1
H 1.278 1.859 1.028 -0.2 0.1 -0.1
H -0.382 1.259 1.263 -0.1 -0.1 -0.1
```
Positions in Å, forces in eV/Å.

The calculation puts the LUMO energy at 0.0080 hartree. Its HOMO-LUMO gap is 9.86 eV. For the highest occupied orbital energy, the calculation gives -9.645 eV. Its SMILES is Fc1ccccc1.Fc1ccccc1.CC#N.CC#N.CC#N.CC#N. The calculation puts the relative energy (zero: lowest compared OMol25 entry of this formula, charge and spin) at 0.0000 eV.



Record 4
Formula: C20H22F3N3O2
Source: the Open Molecules 2025 dataset
Level of theory: ωB97M-V/def2-TZVPD

Geometry as XYZ:
```
50
Properties=species:S:1:pos:R:3:forces:R:3
C -3.304 -1.976 -2.409 0.0 -0.2 -0.1
O -3.038 -0.827 -1.647 -0.2 0.4 0.4
C -4.028 -0.334 -0.818 0.1 -0.1 -0.1
C -5.266 -0.945 -0.699 0.1 -0.1 -0.1
C -6.228 -0.468 0.177 -0.1 0.0 0.1
C -5.949 0.642 0.947 -0.1 -0.1 0.0
C -4.726 1.272 0.824 0.1 -0.1 -0.1
C -3.736 0.819 -0.053 -0.3 0.0 -0.1
N -2.550 1.528 -0.115 0.3 -0.2 0.1
C -2.024 2.135 1.096 0.1 0.2 0.1
C -0.492 2.187 1.056 0.0 0.2 0.2
N 0.058 0.961 0.523 -0.2 0.1 0.0
C 0.853 0.195 1.321 -0.1 -0.1 -0.2
O 1.130 0.505 2.465 0.2 0.1 0.4
N 1.313 -0.973 0.754 0.0 -0.1 -0.2
C 2.358 -1.712 1.420 -0.1 -0.1 0.3
C 3.729 -1.457 0.848 0.1 0.0 -0.1
C 4.696 -2.456 0.844 -0.1 0.1 0.0
C 5.956 -2.221 0.322 0.1 0.0 0.0
C 6.271 -0.986 -0.218 -0.1 0.1 0.0
C 5.307 0.012 -0.217 0.0 0.0 0.0
C 5.617 1.369 -0.780 0.1 0.3 -0.1
F 5.967 2.253 0.172 0.0 0.0 0.2
F 4.564 1.910 -1.421 -0.2 -0.1 0.0
F 6.627 1.354 -1.664 0.2 -0.2 -0.1
C 4.048 -0.214 0.320 0.2 -0.1 0.0
C -0.407 0.565 -0.792 0.0 -0.1 -0.3
C -1.598 1.448 -1.188 0.3 -0.1 -0.2
H -4.133 -1.819 -3.107 0.0 0.0 0.0
H -3.521 -2.843 -1.775 0.0 0.0 0.0
H -2.393 -2.167 -2.975 -0.1 0.0 0.0
H -5.492 -1.823 -1.283 0.0 -0.1 -0.1
H -7.179 -0.971 0.251 -0.1 0.0 0.0
H -6.683 1.029 1.638 -0.1 0.0 0.1
H -4.534 2.155 1.412 0.1 0.1 0.0
H -2.403 3.160 1.220 0.0 -0.1 0.1
H -2.344 1.542 1.958 0.0 0.1 0.0
H -0.099 2.303 2.067 -0.1 0.1 -0.2
H -0.149 3.033 0.450 0.0 0.0 0.1
H 1.279 -1.068 -0.248 -0.1 0.1 0.0
H 2.130 -2.782 1.384 0.1 0.1 0.1
H 2.335 -1.383 2.466 0.0 -0.2 -0.2
H 4.458 -3.425 1.257 0.0 -0.1 0.0
H 6.697 -3.005 0.329 0.1 -0.1 0.0
H 7.246 -0.798 -0.637 0.1 0.0 0.0
H 3.319 0.583 0.329 -0.1 0.1 0.0
H -0.752 -0.474 -0.768 0.0 0.1 -0.1
H 0.394 0.666 -1.539 -0.1 0.0 0.0
H -1.251 2.462 -1.420 0.0 -0.1 -0.1
H -2.072 1.044 -2.078 0.1 0.1 0.1
```
Positions in Å, forces in eV/Å.

The calculation puts the LUMO energy at 0.0213 hartree. Its HOMO-LUMO gap is 8.12 eV. For the highest occupied orbital energy, the calculation gives -7.538 eV. Its SMILES is COc1ccccc1N1CCN(C(=O)NCc2cccc(C(F)(F)F)c2)CC1. The calculation puts the relative energy (zero: lowest compared OMol25 entry of this formula, charge and spin) at 0.4087 eV.



Please write out number 1 again, unchanged.
Formula: C20H22ClNNiO5
Source: the Open Molecules 2025 dataset
Level of theory: ωB97M-V/def2-TZVPD

Geometry as XYZ:
```
50
Properties=species:S:1:pos:R:3:forces:R:3
Ni -0.710 -1.853 -0.393 -0.2 1.2 -0.8
C -3.122 -3.371 0.553 0.3 -0.2 -1.1
O -1.969 -3.341 -0.286 0.8 -0.6 -0.1
C -2.015 -4.029 -1.524 0.3 -0.4 0.0
C -0.616 -4.046 -2.182 -0.1 -1.1 0.2
O -0.038 -2.785 -2.009 0.6 0.7 0.1
C 0.945 -2.366 -2.953 0.6 -1.3 -1.2
H -2.799 -2.892 1.451 0.1 0.0 0.8
H -3.323 -4.446 0.681 -0.7 0.6 0.2
H -3.888 -2.730 0.086 -0.2 -0.7 0.2
H -2.743 -3.532 -2.158 -0.2 0.0 -0.3
H -2.299 -5.055 -1.306 -0.3 -0.2 -0.3
H -0.718 -4.276 -3.247 -0.2 0.1 0.0
H 0.045 -4.850 -1.766 -0.5 0.6 0.0
H 1.801 -3.059 -2.978 -0.3 -0.1 0.2
H 1.353 -1.388 -2.809 -0.4 0.7 0.9
H 0.494 -2.380 -3.943 -0.2 0.0 -0.2
C -0.780 5.642 -0.080 -0.6 -0.8 -0.8
C 0.445 4.783 -0.320 1.2 0.0 -1.0
C 1.666 5.352 -0.783 0.8 0.4 2.1
C 2.888 4.682 -0.490 -1.0 1.1 -1.0
Cl 4.373 5.606 -0.707 -0.3 -0.4 0.0
C 2.922 3.384 -0.050 -1.1 -0.2 -0.2
C 1.715 2.673 0.019 0.3 1.6 0.3
C 0.491 3.386 -0.143 1.5 -1.2 0.7
O -0.631 2.607 0.020 -1.0 0.1 -0.8
C -1.123 2.067 -1.244 -0.6 1.2 0.1
C -0.523 0.734 -1.524 2.1 -0.4 -0.2
O 0.681 0.712 -1.937 -3.1 -1.0 0.9
O -1.346 -0.237 -1.203 1.5 0.9 -0.9
H -0.995 5.785 1.011 -0.1 -0.7 -1.0
H -1.613 5.180 -0.712 0.6 0.8 1.4
H -0.602 6.652 -0.438 0.1 0.1 -0.3
H 1.791 6.440 -1.009 -0.6 -1.1 0.1
H 3.841 2.925 0.220 0.6 -0.3 0.1
H 1.797 1.629 0.334 -0.7 0.4 -0.3
H -0.956 2.736 -2.091 0.4 0.2 0.2
H -2.194 1.951 -1.170 -0.3 0.0 0.4
N 1.836 -1.551 6.285 -1.9 0.3 -2.5
C 1.266 -1.450 5.258 2.3 0.1 2.1
C 0.879 -1.432 3.861 -1.1 0.5 1.2
C 1.310 -2.527 3.110 1.3 -0.8 1.0
C 0.798 -2.690 1.881 -0.5 0.4 -1.6
C -0.018 -1.687 1.330 0.6 -1.7 -1.8
C -0.351 -0.553 1.967 -0.1 1.7 2.4
C -0.002 -0.476 3.327 0.6 0.8 -0.2
H 2.097 -3.229 3.454 -0.8 0.6 0.2
H 1.104 -3.512 1.228 -0.1 0.1 0.4
H -0.836 0.357 1.550 0.1 -1.0 -0.1
H -0.327 0.457 3.824 0.4 -0.9 0.4
```
Positions in Å, forces in eV/Å.

The calculation puts the LUMO energy (spin up / spin down) at 0.0056 / 0.0038 hartree. Its HOMO-LUMO gap (spin up / spin down) is 8.40 / 8.36 eV. As for the expectation value of S²: 2.01. As for the spin multiplicity: 3. For the highest occupied orbital energy (spin up / spin down), the calculation gives -8.245 / -8.258 eV.